{"formula": "C5H11N", "method": "ωB97M-V/def2-TZVPD", "e_homo_ev": -9.687, "charge": 0, "relative_energy_kcal_mol": 29.5, "energy_ev": -6852.24986, "smiles": "CCC(=N)CC", "symbols": ["C", "C", "C", "N", "C", "C", "H", "H", "H", "H", "H", "H", "H", "H", "H", "H", "H"], "positions_angstrom": [[2.1506, -0.5452, -0.3618], [1.4279, 0.2771, 0.7256], [0.0445, 0.6350, 0.3138], [-0.1434, 1.8048, -0.1188], [-1.1277, -0.3806, 0.5256], [-2.1557, -0.2671, -0.5519], [1.5465, -1.3805, -0.9552], [3.1698, -0.8580, 0.0254], [2.3273, 0.1068, -1.1820], [2.0427, 1.1922, 0.7398], [1.3745, -0.2601, 1.7219], [-1.1869, 1.8489, -0.4765], [-0.5734, -1.4149, 0.3789], [-1.6595, -0.2111, 1.5128], [-2.7381, 0.6037, -0.2831], [-2.8250, -1.1365, -0.5692], [-1.6741, -0.0145, -1.4453]], "lowdin_charge": [-0.122, -0.237, -0.446, 0.129, -0.210, -0.146, 0.109, 0.086, 0.042, 0.109, 0.127, 0.084, 0.135, 0.131, 0.065, 0.087, 0.057]}

{"formula": "C56H47AgN3O3P3SSe2", "method": "ωB97M-V/def2-TZVPD", "e_homo_ev": -2.977, "charge": -2, "relative_energy_kcal_mol": 7.2, "energy_ev": -242842.56077, "symbols": ["Ag", "Se", "P", "C", "C", "C", "C", "C", "C", "C", "C", "C", "C", "C", "C", "C", "C", "N", "N", "N", "P", "Se", "C", "C", "C", "C", "C", "C", "C", "C", "C", "C", "C", "C", "H", "H", "H", "H", "H", "H", "H", "H", "H", "H", "H", "H", "H", "H", "H", "H", "H", "H", "H", "H", "C", "C", "C", "C", "C", "C", "C", "S", "O", "O", "O", "H", "H", "H", "H", "H", "H", "H", "C", "C", "C", "C", "C", "C", "C", "C", "C", "C", "H", "H", "H", "H", "H", "H", "H", "C", "P", "C", "C", "C", "C", "C", "C", "C", "C", "C", "C", "C", "C", "H", "H", "H", "H", "H", "H", "H", "H", "H", "H", "H", "H", "H"], "positions_angstrom": [[13.7297, 11.4577, 9.3029], [20.6250, 14.4677, 8.3383], [19.1576, 14.7456, 9.9066], [18.8609, 16.5437, 10.3048], [17.6052, 17.0676, 10.3242], [17.3826, 18.3629, 10.7654], [18.4658, 19.2057, 11.1568], [19.7496, 18.6905, 10.9712], [19.9184, 17.3831, 10.5731], [19.9424, 14.0533, 11.3897], [20.7015, 12.8868, 11.1495], [21.3994, 12.3071, 12.2209], [21.2694, 12.7591, 13.5191], [20.5692, 13.9290, 13.7088], [19.9249, 14.5796, 12.6601], [17.5007, 14.0487, 9.6545], [16.3341, 13.7030, 10.3084], [15.3914, 13.5231, 9.3321], [15.9696, 13.8679, 8.1537], [17.2238, 14.0901, 8.3364], [15.8022, 13.4347, 12.0454], [13.8845, 12.2968, 12.2410], [16.9949, 12.5427, 12.9443], [16.7303, 12.4663, 14.3178], [17.2860, 11.4128, 15.0843], [18.0609, 10.4440, 14.4193], [18.3748, 10.6101, 13.1014], [17.8200, 11.6150, 12.3013], [15.7331, 15.0233, 12.9668], [16.9398, 15.4304, 13.5362], [17.1206, 16.7364, 14.0079], [15.9541, 17.5529, 13.9718], [14.7437, 17.0370, 13.5809], [14.6272, 15.8087, 13.0418], [16.7791, 16.3992, 10.0186], [16.3612, 18.6825, 10.8570], [18.3004, 20.2407, 11.4892], [20.5775, 19.3849, 11.1831], [20.8882, 16.9653, 10.3665], [20.7767, 12.5179, 10.1520], [22.0245, 11.4288, 11.9699], [21.8241, 12.2735, 14.2707], [20.5020, 14.3262, 14.7355], [19.4729, 15.5222, 12.8783], [16.0542, 13.1719, 14.7948], [16.9692, 11.2418, 16.0948], [18.4914, 9.6505, 15.0555], [19.0394, 9.9526, 12.6303], [17.9619, 11.7919, 11.2544], [17.7026, 14.6861, 13.5732], [18.0921, 17.1342, 14.3137], [16.0407, 18.5982, 14.2914], [13.8734, 17.6741, 13.5289], [13.6173, 15.4093, 12.7433], [19.0576, 21.3177, 8.0553], [17.7765, 21.4405, 8.9073], [16.5932, 20.8054, 8.4966], [15.4335, 21.0113, 9.2522], [15.4653, 21.6867, 10.4832], [16.6299, 22.4086, 10.7967], [17.7732, 22.2843, 9.9843], [13.9727, 21.8535, 11.5573], [13.2702, 23.0045, 11.0244], [14.5526, 21.9519, 12.9034], [13.2236, 20.6390, 11.3929], [19.4136, 20.3142, 7.8347], [19.9338, 21.7853, 8.5623], [18.9703, 21.7364, 7.0542], [16.6460, 20.2335, 7.5611], [14.5431, 20.4819, 9.0464], [16.6130, 22.9974, 11.7176], [18.6535, 22.9014, 10.2363], [19.0448, 10.2397, 9.0322], [18.1581, 11.0725, 8.3531], [16.8534, 10.7651, 8.5155], [16.4358, 9.7529, 9.4382], [14.9927, 9.7088, 9.7670], [14.5780, 8.7602, 10.6279], [15.5237, 7.8713, 11.2639], [16.8631, 7.9118, 10.9922], [17.3951, 8.9174, 10.0593], [18.7578, 9.1669, 9.8253], [20.1530, 10.3535, 8.9176], [18.4038, 11.9157, 7.7603], [16.0161, 11.2467, 7.9749], [13.5376, 8.8680, 10.9614], [15.1868, 7.0587, 11.9349], [17.5419, 7.2363, 11.4701], [19.5218, 8.6291, 10.2955], [13.0627, 13.2937, 6.3253], [12.3733, 12.9337, 8.0124], [10.6298, 12.4680, 7.6530], [9.5749, 13.3620, 7.5960], [8.2887, 12.9883, 7.2126], [8.0002, 11.7123, 6.9453], [8.9983, 10.7222, 7.0929], [10.3220, 11.0634, 7.4516], [12.2274, 14.5282, 8.8247], [12.9948, 15.6774, 8.4110], [12.8696, 16.8696, 9.1507], [12.2020, 17.0362, 10.3329], [11.5903, 15.8607, 10.7935], [11.5826, 14.6629, 10.0614], [13.1709, 12.3549, 5.7973], [14.1070, 13.6940, 6.3745], [12.4171, 13.8638, 5.6309], [9.7120, 14.4827, 7.8699], [7.5909, 13.7740, 7.0158], [6.9909, 11.4153, 6.5792], [8.6626, 9.7315, 7.0477], [11.0623, 10.3132, 7.6720], [13.5399, 15.7269, 7.4902], [13.2469, 17.7965, 8.6211], [12.2587, 18.0228, 10.8339], [11.0423, 15.8860, 11.7152], [11.1605, 13.7705, 10.4781]], "lowdin_charge": [0.482, 0.216, 0.619, -0.342, -0.085, -0.049, -0.054, -0.089, -0.122, -0.354, -0.133, -0.085, -0.099, -0.080, -0.103, -0.465, -0.405, -0.052, -0.049, -0.048, 0.682, 0.214, -0.419, -0.106, -0.058, -0.085, -0.078, -0.036, -0.344, -0.113, -0.047, -0.067, -0.094, -0.108, 0.111, 0.101, 0.099, 0.106, 0.087, 0.015, 0.110, 0.086, 0.113, 0.081, 0.107, 0.088, 0.107, 0.082, 0.087, 0.054, 0.105, 0.114, 0.113, 0.101, -0.061, -0.306, -0.045, -0.063, -0.238, -0.065, -0.098, 0.381, -0.365, -0.390, -0.377, 0.064, 0.073, 0.062, 0.116, 0.087, 0.107, 0.111, -0.124, -0.105, -0.085, -0.202, -0.231, -0.213, -0.118, -0.072, -0.192, -0.081, 0.107, 0.069, 0.074, 0.062, 0.087, 0.079, 0.084, -0.263, 0.888, -0.354, -0.098, -0.132, -0.125, -0.084, -0.064, -0.403, -0.074, -0.109, -0.080, -0.095, -0.132, 0.022, 0.028, 0.048, 0.139, 0.095, 0.110, 0.072, 0.079, 0.080, 0.118, 0.112, 0.092, 0.086]}

{"formula": "C3HBr2NO2", "method": "ωB97M-V/def2-TZVPD", "e_homo_ev": -10.920, "charge": 0, "relative_energy_kcal_mol": 0.0, "energy_ev": -148796.75508, "smiles": "N#CC(Br)Br.O=C=O", "symbols": ["N", "C", "C", "Br", "Br", "H", "O", "C", "O"], "positions_angstrom": [[-0.0499, 1.5839, -1.4306], [-0.5377, 1.1045, -0.5337], [-1.1742, 0.5812, 0.6420], [0.1564, 0.6939, 2.1152], [-2.0071, -1.1405, 0.2651], [-2.1105, 1.0905, 1.0974], [2.7736, -1.2752, -1.4938], [1.9156, -1.2786, -0.7087], [1.0338, -1.3596, 0.0471]], "lowdin_charge": [0.195, -0.436, -1.073, 0.671, 0.694, 0.066, 0.213, -0.393, 0.065]}

{"formula": "C7H10N2O2S", "method": "ωB97M-V/def2-TZVPD", "e_homo_ev": [-6.967, -7.148], "charge": 0, "relative_energy_kcal_mol": 101.4, "energy_ev": -25327.74404, "symbols": ["C", "C", "C", "C", "C", "C", "C", "N", "N", "O", "O", "S", "H", "H", "H", "H", "H", "H", "H", "H", "H", "H"], "positions_angstrom": [[-1.0735, -0.5765, -1.8997], [-0.6091, -1.5360, -0.9761], [-2.7058, -0.9710, -0.1464], [-3.8376, -0.8925, 0.6708], [0.4789, 1.1190, -0.5076], [2.6434, 1.1067, 1.6990], [1.9100, 0.7308, -0.5546], [-1.4989, -1.5819, 0.0875], [2.7575, 1.4489, 0.2685], [-0.2086, 1.9416, -0.0152], [0.4399, -2.1348, -1.1167], [-2.6512, 0.0556, -1.6346], [-4.7403, -0.3385, 0.5780], [-3.8956, -1.5943, 1.5202], [2.5292, 0.0809, 1.8093], [3.4384, 1.4247, 2.3358], [1.7185, 1.5491, 2.0970], [2.0653, -0.3461, -0.5641], [2.1792, 0.9779, -1.5786], [-1.2666, -2.2721, 0.7809], [-0.6419, -0.5735, -2.8081], [2.9688, 2.3819, -0.0453]], "lowdin_charge": [-0.372, -0.622, -0.578, -0.022, -0.109, -0.075, -0.246, 0.089, -0.105, 0.131, 0.034, 1.002, 0.028, 0.047, 0.060, 0.071, 0.082, 0.123, 0.140, 0.163, 0.036, 0.123]}

{"formula": "C4H7N3", "method": "ωB97M-V/def2-TZVPD", "e_homo_ev": -7.754, "charge": 0, "relative_energy_kcal_mol": 84.5, "energy_ev": -8728.01606, "smiles": "[H]/N=C(\\N)[C@H]1C=C1N", "symbols": ["H", "N", "C", "N", "C", "C", "C", "N", "H", "H", "H", "H", "H", "H"], "positions_angstrom": [[-2.2801, 1.8889, -0.2297], [-1.3148, 1.5895, -0.3544], [-1.1552, 0.3630, -0.0177], [-2.1916, -0.4663, 0.3861], [0.1700, -0.2946, -0.2065], [1.3225, 0.9782, -0.6415], [1.5044, 0.0047, 0.2210], [2.5186, -0.7505, 0.7206], [-3.1096, -0.2273, 0.0370], [-2.0173, -1.4575, 0.4408], [0.0641, -1.2797, -0.6860], [0.7658, 1.9064, -0.6348], [3.3937, -0.5104, 0.2695], [2.3293, -1.7442, 0.6957]], "lowdin_charge": [0.046, 0.092, -0.494, 0.099, -0.107, 0.126, -0.432, 0.119, 0.091, 0.083, 0.119, 0.054, 0.106, 0.098]}